Entry 1:
ORCA calculation (ωB97M-V with the def2-TZVPD basis set) on a molecular structure, C31H37N2O3.

Cartesian coordinates (Å):
1 C 4.6960 2.5110 -3.6453
2 O 4.5958 1.4233 -2.6949
3 C 3.3937 0.7974 -2.5603
4 C 3.3982 -0.4191 -1.8290
5 C 2.2084 -0.8956 -1.3106
6 C 1.0021 -0.1810 -1.4541
7 C -0.2109 -0.5870 -0.6965
8 C -1.4838 0.0486 -1.2412
9 C -2.4719 -0.7076 -1.8887
10 C -3.6285 -0.0701 -2.3258
11 C -3.7842 1.3267 -2.1287
12 O -4.9474 1.8296 -2.6316
13 C -5.6794 0.7022 -3.2370
14 C -4.8564 -0.5828 -3.0139
15 C -2.8162 2.0945 -1.4625
16 C -1.6840 1.4316 -1.0276
17 C 0.9998 0.8989 -2.3534
18 C 2.1649 1.3874 -2.9405
19 H 5.7663 2.7152 -3.6645
20 H 4.3423 2.2069 -4.6419
21 H 4.1475 3.4025 -3.3039
22 H 4.3538 -0.9227 -1.6423
23 H 2.2081 -1.8349 -0.7522
24 H -0.3034 -1.6712 -0.6459
25 H -2.3463 -1.7832 -2.0554
26 H -6.6641 0.6491 -2.7528
27 H -5.7983 0.9230 -4.3071
28 H -4.6238 -1.0857 -3.9657
29 H -5.4028 -1.2977 -2.3751
30 H -2.9561 3.1720 -1.3523
31 H -0.8956 2.0044 -0.5257
32 H 0.0693 1.3917 -2.6316
33 H 2.1324 2.2574 -3.6175
34 C 0.4159 -3.6228 3.6350
35 N 0.5482 -2.5437 2.6996
36 C -0.4563 -2.0863 1.7766
37 C -1.9201 -1.9320 2.3420
38 C -1.9162 -1.0094 3.5544
39 C -2.4531 -3.3204 2.7166
40 C -2.8575 -1.3823 1.2788
41 N 0.2079 -0.9102 1.1914
42 C 1.5053 -0.6393 1.7406
43 C 1.6458 0.7619 2.3294
44 C 2.3128 1.7146 1.3715
45 C 3.6714 1.5464 1.0788
46 C 4.3042 2.3963 0.1766
47 C 3.5917 3.4403 -0.4141
48 C 2.2342 3.6100 -0.1315
49 C 1.5994 2.7619 0.7764
50 C 1.6463 -1.7187 2.7924
51 O 2.5661 -1.8249 3.6063
52 H 1.4221 -3.8439 3.9936
53 H -0.1936 -3.3446 4.5021
54 H -0.0179 -4.4973 3.1540
55 H -0.5431 -2.8335 0.9700
56 H -1.5156 -0.0159 3.3158
57 H -2.9573 -0.8816 3.8803
58 H -1.3518 -1.4350 4.3924
59 H -2.2368 -4.0606 1.9332
60 H -2.0555 -3.6856 3.6683
61 H -3.5457 -3.2746 2.8314
62 H -2.8243 -1.9812 0.3587
63 H -3.8909 -1.4206 1.6484
64 H -2.6547 -0.3337 1.0330
65 H -0.3238 -0.1145 0.7691
66 H 2.2825 -0.8276 1.0031
67 H 0.6522 1.1225 2.6336
68 H 2.2815 0.6359 3.2237
69 H 4.2266 0.7371 1.5618
70 H 5.3607 2.2448 -0.0515
71 H 4.1018 4.1257 -1.0928
72 H 1.6631 4.3994 -0.6252
73 H 0.5489 2.9088 1.0520

Forces on the atoms, in the same order (eV/Å):
C 0.1 -0.3 0.3
O -0.9 -0.6 -0.9
C 0.2 0.7 0.7
C -0.1 0.3 -0.2
C 0.4 -0.1 0.0
C -0.1 0.1 0.7
C 0.5 -2.5 -5.1
C 0.4 0.8 2.0
C -0.5 -0.1 0.0
C 0.6 0.9 0.3
C -0.1 -0.3 0.0
O 0.7 -1.1 0.2
C -0.2 0.2 -0.1
C -0.2 -0.4 -0.1
C -0.6 -0.1 -0.6
C 0.4 -0.2 0.1
C 0.2 0.5 -0.4
C 0.3 -0.3 0.2
H -0.2 0.1 -0.2
H 0.1 0.0 0.3
H 0.1 -0.4 0.0
H -0.5 0.2 -0.1
H 0.0 0.3 -0.1
H -0.2 0.2 -0.6
H 0.0 0.4 0.1
H 0.3 0.1 -0.2
H 0.0 0.1 0.4
H -0.1 0.2 0.3
H 0.2 0.2 -0.3
H 0.1 -0.4 0.1
H -0.3 -0.2 -0.1
H 0.3 -0.2 0.2
H 0.0 -0.6 0.5
C 0.0 -0.4 0.4
N 1.0 1.1 0.3
C -0.9 -0.7 -0.8
C 0.7 0.2 0.2
C -0.3 0.0 0.2
C -0.2 -0.3 0.2
C -0.1 0.2 -0.3
N -1.5 1.6 -0.5
C 0.4 0.3 0.3
C 0.5 0.0 0.3
C 0.0 0.4 0.0
C -0.2 0.1 -0.2
C 0.0 0.1 0.3
C -0.2 0.0 0.0
C 0.1 0.0 0.0
C 0.2 -0.3 0.0
C 0.4 -0.6 1.4
O -1.5 0.2 -1.6
H -0.1 -0.1 0.0
H 0.1 -0.1 -0.1
H 0.1 0.0 0.0
H -0.1 -0.1 -0.1
H 0.0 -0.2 0.0
H 0.3 0.1 0.1
H -0.1 0.2 -0.2
H -0.1 0.1 0.2
H -0.1 0.1 -0.3
H 0.3 0.0 -0.1
H 0.0 0.1 0.2
H 0.3 0.0 0.0
H 0.0 -0.2 0.0
H -0.2 0.1 2.7
H 0.2 0.2 0.0
H 0.3 -0.1 0.0
H -0.3 0.2 -0.2
H -0.1 0.2 -0.2
H -0.3 0.1 0.1
H -0.2 -0.2 0.2
H 0.2 -0.1 0.2
H 0.3 0.0 -0.2

Values from the calculation:
**Kohn-Sham gap**: 7.12 eV
**Max |F|**: 5.7 eV/A
**Calculated total energy**: -1538.396199 Ha
**Charge**: +1
**Energy above the lowest of the compared OMol25 structures with the same formula, charge and spin**: 129.4 kJ/mol
**Highest occupied orbital energy**: -11.2 eV

Table of Mulliken atomic charges, one value per atom, all in e: -0.870, -0.381, 0.720, -1.089, -0.633, 0.350, -0.266, 0.346, -0.205, 0.576, -0.124, -0.529, -0.374, -0.618, -1.336, 0.109, -0.048, -0.905, 0.246, 0.381, 0.326, 0.428, 0.545, 0.472, 0.517, 0.297, 0.286, 0.295, 0.230, 0.440, 0.418, 0.458, 0.398, -1.148, 0.167, -0.861, 1.963, -1.717, -1.774, -2.085, 1.171, 0.900, -1.437, 0.276, -0.429, -0.799, -0.351, -0.924, 0.352, 0.086, -0.683, 0.383, 0.340, 0.386, 0.551, 0.242, 0.492, 0.277, 0.368, 0.424, 0.445, 0.353, 0.685, 0.298, -0.341, -0.079, 0.301, 0.463, 0.462, 0.362, 0.634, 0.383, 0.405

Entry 2:
ORCA calculation (ωB97M-V with the def2-TZVPD basis set) on C31H37N5O3 in the gas phase.

Cartesian coordinates (Å):
1 C -1.9403 3.2723 -0.2084
2 C -2.3070 1.8265 -0.0838
3 C -2.6944 1.2817 1.1331
4 C -2.9965 -0.0620 1.2538
5 C -2.8879 -0.8906 0.1441
6 N -3.1050 -2.2777 0.2337
7 N -3.6781 -2.9249 -0.7910
8 C -3.7528 -4.1971 -0.4575
9 C -4.3634 -5.2300 -1.3586
10 C -3.3185 -6.3100 -1.6647
11 C -5.5636 -5.8618 -0.6430
12 C -4.8254 -4.5752 -2.6604
13 C -3.1839 -4.4009 0.8159
14 C -2.7668 -3.1538 1.2278
15 N -2.1283 -2.8028 2.4118
16 C -1.0774 -1.9230 2.5934
17 O -0.7976 -1.5249 3.7016
18 N -0.4087 -1.6280 1.4357
19 C 0.2777 -0.4460 1.1380
20 C 0.5284 0.4982 2.1014
21 C 1.1104 1.7290 1.7840
22 C 1.4354 2.0356 0.4871
23 O 1.9410 3.2318 0.0556
24 C 2.3566 4.1903 1.0027
25 C 3.6490 3.8199 1.7417
26 N 4.8221 4.1573 0.9578
27 C 4.9928 3.2856 -0.1945
28 C 6.1870 3.7701 -1.0140
29 O 7.3687 3.7866 -0.2474
30 C 7.2059 4.6069 0.8840
31 C 6.0387 4.1380 1.7530
32 C 1.2246 1.0651 -0.5352
33 C 1.5676 1.3475 -1.8726
34 C 1.3865 0.4208 -2.8597
35 C 0.8639 -0.8383 -2.5419
36 C 0.5142 -1.1371 -1.2541
37 C 0.6641 -0.1982 -0.2110
38 C -2.5498 -0.3492 -1.0917
39 C -2.2650 0.9961 -1.1985
40 H -0.8978 3.3663 -0.5095
41 H -2.5508 3.7570 -0.9689
42 H -2.0786 3.7926 0.7357
43 H -2.7601 1.9139 2.0061
44 H -3.3065 -0.4589 2.2081
45 H -2.4528 -5.8712 -2.1562
46 H -3.7436 -7.0642 -2.3231
47 H -2.9858 -6.7979 -0.7517
48 H -6.3049 -5.1016 -0.4074
49 H -6.0267 -6.6116 -1.2805
50 H -5.2537 -6.3400 0.2832
51 H -3.9817 -4.1245 -3.1751
52 H -5.2830 -5.3161 -3.3120
53 H -5.5476 -3.7917 -2.4504
54 H -3.0822 -5.3177 1.3585
55 H -2.4924 -3.2054 3.2635
56 H -0.6705 -2.1771 0.6305
57 H 0.2538 0.2974 3.1232
58 H 1.2732 2.4299 2.5867
59 H 2.5334 5.0982 0.4207
60 H 1.5537 4.3861 1.7234
61 H 3.6917 4.4016 2.6659
62 H 3.6273 2.7483 2.0061
63 H 4.0929 3.3225 -0.8070
64 H 5.1648 2.2399 0.1192
65 H 6.3755 3.0993 -1.8538
66 H 5.9761 4.7821 -1.3919
67 H 8.1445 4.5563 1.4387
68 H 7.0208 5.6451 0.5687
69 H 5.9211 4.8178 2.5998
70 H 6.2570 3.1255 2.1369
71 H 1.9805 2.3185 -2.0968
72 H 1.6520 0.6484 -3.8812
73 H 0.7390 -1.5765 -3.3205
74 H 0.1334 -2.1278 -1.0480
75 H -2.5120 -0.9986 -1.9518
76 H -1.9838 1.4061 -2.1571

Forces on the atoms, in the same order (eV/Å):
C 0.0 0.0 0.0
C -0.1 0.0 0.0
C 0.0 0.0 -0.1
C -0.1 -0.2 -0.1
C -0.1 0.8 -0.2
N 0.0 -0.6 0.6
N -0.3 0.0 -0.7
C 0.1 0.2 0.3
C -0.1 0.0 -0.2
C -0.1 0.2 0.0
C 0.1 0.1 -0.1
C 0.1 -0.1 0.2
C 0.1 0.3 0.1
C -0.1 -0.3 -0.3
N -0.4 -0.2 0.2
C 0.2 -0.3 -0.2
O 0.0 0.3 0.2
N 0.1 -0.5 -0.3
C 0.1 0.4 0.5
C -0.1 -0.5 -0.1
C 0.2 0.5 -0.4
C -0.1 0.0 0.3
O -0.2 -0.5 -0.3
C 0.2 0.2 0.5
C -0.2 0.1 -0.3
N 0.0 0.0 0.1
C 0.3 0.2 -0.3
C -0.3 -0.2 -0.1
O 0.1 -0.1 0.0
C -0.1 0.1 0.4
C 0.2 0.1 -0.2
C 0.0 -0.1 0.2
C 0.0 0.1 -0.2
C 0.0 0.2 0.0
C -0.1 -0.2 0.1
C 0.1 -0.1 -0.1
C 0.2 0.3 0.0
C -0.1 -0.2 0.1
C -0.1 0.0 0.2
H 0.1 0.1 0.0
H 0.0 0.1 0.0
H 0.0 0.1 0.0
H 0.0 0.1 0.1
H 0.0 -0.1 0.1
H 0.1 0.0 -0.1
H 0.0 -0.1 -0.1
H 0.1 -0.1 0.1
H -0.1 0.1 0.0
H -0.1 -0.1 -0.1
H 0.0 -0.1 0.1
H 0.1 0.1 -0.1
H 0.0 -0.1 -0.1
H -0.1 0.1 -0.1
H 0.1 -0.2 0.1
H 0.1 0.2 -0.1
H 0.0 0.1 0.2
H 0.0 0.0 0.0
H 0.0 0.1 0.0
H 0.0 -0.1 0.1
H 0.0 0.0 -0.1
H 0.0 -0.1 0.0
H 0.0 0.1 0.1
H 0.1 -0.1 0.0
H -0.1 0.0 0.0
H -0.1 0.1 0.0
H 0.0 -0.1 0.0
H -0.1 0.1 0.0
H 0.0 -0.1 0.1
H 0.0 0.0 0.0
H 0.0 0.1 0.0
H 0.0 0.1 -0.1
H 0.0 0.0 -0.1
H 0.0 -0.1 0.0
H 0.0 -0.1 0.0
H 0.0 0.0 -0.1
H 0.1 0.0 -0.1

Values from the calculation:
**Kohn-Sham gap**: 8.00 eV
**Max |F|**: 0.8 eV/A
**Calculated total energy**: -1703.014346 Ha
**Charge**: 0
**Highest occupied orbital energy**: -7.5 eV

Table of Mulliken atomic charges, one value per atom, all in e: -1.439, 0.860, -0.882, -0.289, 0.231, 0.986, -1.161, -0.133, 2.208, -1.610, -1.636, -1.794, -1.237, 0.300, -0.044, 0.133, -0.685, 0.004, 0.061, -1.203, -0.301, 0.372, -0.470, -1.125, -0.636, -0.044, 0.007, -0.768, -0.378, -0.669, -0.547, 0.985, -0.459, -1.149, -0.642, -0.913, 0.762, -0.266, -0.549, 0.130, 0.428, 0.329, 0.314, 0.485, 0.362, 0.439, 0.337, 0.380, 0.438, 0.343, 0.346, 0.418, 0.360, 0.505, 0.295, -0.002, 0.566, 0.459, 0.479, 0.411, 0.494, 0.488, 0.036, 0.242, 0.367, 0.375, 0.356, 0.352, 0.395, 0.340, 0.449, 0.407, 0.447, 0.584, 0.553, 0.415